{"formula": "C7H15N", "method": "ωB97M-V/def2-TZVPD", "elements": ["C", "C", "C", "C", "C", "C", "C", "N", "H", "H", "H", "H", "H", "H", "H", "H", "H", "H", "H", "H", "H", "H", "H"], "coordinates": [[-0.8808, -0.3133, 0.5612], [1.7361, -0.1309, -1.3801], [-1.8121, -1.5236, 0.7071], [-1.2162, 0.4359, -0.7179], [-1.0565, 0.6273, 1.7619], [2.4624, 1.1920, -1.1634], [0.5606, -0.8607, 0.6648], [1.5770, -0.8143, -0.0560], [0.7026, -1.3360, 1.6360], [0.8729, -0.0091, -2.0398], [2.3975, -0.8152, -1.9225], [-2.8469, -1.1962, 0.7756], [-1.5710, -2.0921, 1.6016], [-1.7183, -2.1853, -0.1509], [-0.4029, 1.1559, -0.9396], [-2.1706, 0.9563, -0.6170], [-1.2726, -0.2246, -1.5792], [-0.9126, 0.0925, 2.6980], [-2.0567, 1.0564, 1.7597], [-0.3349, 1.4416, 1.7195], [3.3500, 1.0260, -0.5513], [1.8201, 1.9034, -0.6509], [2.7731, 1.6138, -2.1169]], "forces_ev_per_a": [[0.3, -0.4, 0.0], [0.5, -0.9, 0.5], [0.1, 0.2, 0.0], [0.8, 0.5, -0.2], [0.1, -0.1, -0.2], [0.0, -0.3, 0.0], [-1.3, 0.6, 0.2], [0.7, 0.6, -1.3], [0.0, -0.3, 0.1], [-0.2, 0.0, 0.5], [0.0, 0.2, 0.0], [-0.2, 0.0, 0.0], [0.0, -0.1, 0.2], [0.0, -0.1, -0.1], [-0.8, -0.1, 0.2], [0.1, 0.0, 0.0], [-0.1, -0.2, 0.0], [0.0, 0.0, 0.1], [-0.1, 0.0, 0.0], [0.0, 0.1, 0.0], [0.0, 0.0, 0.0], [-0.1, 0.1, 0.1], [0.0, 0.1, -0.1]], "homo_ha": -0.3260, "relative_energy_kj_mol": 70.4, "e_lumo_ev": 0.9, "homo_lumo_gap_ev": 9.731, "smiles": "CC/N=C\\C(C)(C)C"}